{"formula": "C21H44BrClN3O", "method": "ωB97M-V/def2-TZVPD", "e_above_lowest_ev": 0.0000, "mol_weight_g_mol": 470.0, "total_charge": 1, "species": ["Br", "Cl", "O", "N", "N", "N", "C", "C", "C", "C", "C", "C", "C", "C", "C", "C", "C", "C", "C", "C", "C", "C", "C", "C", "C", "C", "C", "H", "H", "H", "H", "H", "H", "H", "H", "H", "H", "H", "H", "H", "H", "H", "H", "H", "H", "H", "H", "H", "H", "H", "H", "H", "H", "H", "H", "H", "H", "H", "H", "H", "H", "H", "H", "H", "H", "H", "H", "H", "H", "H", "H"], "xyz": [[-5.45, -1.48, 1.66], [0.20, -0.89, 0.28], [-3.03, -0.27, 1.28], [-2.88, -3.62, 0.79], [-0.75, 4.26, 1.75], [3.73, -1.07, -3.26], [-1.65, -5.16, 2.06], [-2.94, 3.00, 2.19], [4.47, 1.22, -4.14], [-3.11, -2.34, 0.10], [-0.30, -3.57, 0.37], [-0.42, -2.18, 2.60], [-1.54, 3.06, 1.56], [-1.32, 5.43, 1.11], [1.46, 0.12, -3.19], [4.69, 0.03, -3.20], [0.24, -2.41, 1.24], [-3.74, -4.33, 1.41], [3.57, -1.70, -4.56], [2.47, -0.85, -2.57], [-3.65, -1.23, 1.01], [-0.20, 4.47, 3.08], [-0.35, 6.60, 1.04], [4.88, -2.20, -5.14], [-3.15, -5.53, 2.07], [-1.54, -4.35, 0.78], [-1.14, 5.02, 4.16], [-3.48, 2.15, 1.78], [0.21, 3.52, 3.42], [-3.78, -2.49, -0.74], [-1.59, 5.14, 0.09], [-2.15, -1.97, -0.25], [-1.63, 2.90, 0.48], [3.67, 1.88, -3.80], [-0.49, -3.19, -0.64], [-4.79, -4.05, 1.45], [1.76, 1.16, -3.07], [-3.52, 3.89, 1.97], [0.58, 6.31, 0.56], [-0.11, -2.96, 3.29], [-2.90, 2.87, 3.27], [1.30, -2.59, 1.42], [-1.84, 4.27, 4.54], [4.24, 0.90, -5.15], [2.70, -0.52, -1.55], [-0.95, 2.21, 1.94], [1.31, -0.07, -4.25], [-1.73, 5.86, 3.79], [-1.51, -2.16, 2.55], [1.99, -1.83, -2.46], [2.90, -2.55, -4.42], [4.69, -2.76, -6.06], [-0.09, -1.23, 3.01], [-0.12, 7.01, 2.02], [5.38, 1.82, -4.19], [0.49, 0.01, -2.69], [-3.38, -6.44, 1.52], [-3.56, -5.58, 3.08], [3.08, -1.04, -5.30], [-2.25, 5.77, 1.59], [-0.56, 5.39, 5.01], [-1.68, -5.08, -0.03], [5.56, -1.38, -5.39], [5.39, -2.86, -4.43], [5.68, -0.39, -3.39], [0.65, 5.14, 2.99], [-0.80, 7.41, 0.45], [4.71, 0.38, -2.16], [-0.98, -6.02, 2.04], [-1.46, -4.57, 2.96], [0.49, -4.32, 0.26]]}

***

{"formula": "C9H14", "method": "ωB97M-V/def2-TZVPD", "smiles": "Cc1ccccc1.CC", "e_above_lowest_ev": 1.7150, "mol_weight_g_mol": 122.2, "species": ["C", "C", "C", "C", "C", "C", "C", "C", "C", "H", "H", "H", "H", "H", "H", "H", "H", "H", "H", "H", "H", "H", "H"], "xyz": [[0.84, -2.42, -0.54], [-0.83, -1.87, 1.10], [-1.51, -1.06, 0.14], [1.16, 2.17, -0.23], [2.18, 3.14, 0.45], [0.37, -2.55, 0.79], [0.01, -1.73, -1.58], [-2.60, -0.20, 0.56], [-1.10, -1.07, -1.21], [2.97, 3.49, -0.28], [1.73, -2.91, -0.94], [0.43, -1.62, -2.61], [2.59, 2.59, 1.28], [1.78, 1.29, -0.37], [-1.81, -0.54, -2.01], [-1.14, -2.04, 2.18], [-3.66, -0.58, 0.33], [-2.50, -0.05, 1.67], [0.43, 1.86, 0.38], [-2.71, 0.73, -0.05], [0.82, 2.52, -1.12], [0.78, -3.29, 1.47], [1.76, 4.12, 0.62]]}

***

{"formula": "CH2FNO", "method": "ωB97M-V/def2-TZVPD", "smiles": "NC(=O)F", "e_above_lowest_ev": 0.1461, "mol_weight_g_mol": 63.0, "species": ["F", "O", "N", "C", "H", "H"], "xyz": [[2.21, -1.06, 0.03], [2.29, 1.11, 0.01], [0.26, 0.06, -0.03], [1.63, 0.16, -0.04], [-0.02, -0.82, -0.11], [-0.41, 0.65, 0.36]]}

***

{"formula": "C28H63N5O8S6", "method": "ωB97M-V/def2-TZVPD", "total_energy_ev": -118891.35122, "mol_weight_g_mol": 790.2, "species": ["S", "S", "S", "S", "S", "S", "O", "O", "O", "O", "O", "O", "O", "O", "N", "N", "N", "N", "N", "C", "C", "C", "C", "C", "C", "C", "C", "C", "C", "C", "C", "C", "C", "C", "C", "C", "C", "C", "C", "C", "C", "C", "C", "C", "C", "C", "C", "H", "H", "H", "H", "H", "H", "H", "H", "H", "H", "H", "H", "H", "H", "H", "H", "H", "H", "H", "H", "H", "H", "H", "H", "H", "H", "H", "H", "H", "H", "H", "H", "H", "H", "H", "H", "H", "H", "H", "H", "H", "H", "H", "H", "H", "H", "H", "H", "H", "H", "H", "H", "H", "H", "H", "H", "H", "H", "H", "H", "H", "H", "H"], "xyz": [[-20.90, 25.59, 37.10], [-21.91, 20.77, 39.30], [-15.75, 26.24, 40.29], [-24.38, 24.33, 42.56], [-22.45, 18.26, 44.17], [-17.99, 29.50, 43.86], [-23.27, 23.34, 43.01], [-21.32, 22.18, 39.35], [-16.76, 20.31, 48.83], [-17.85, 24.24, 42.77], [-22.61, 18.36, 42.69], [-16.53, 29.69, 44.28], [-15.05, 27.59, 39.91], [-19.39, 25.75, 36.72], [-15.67, 23.40, 46.31], [-20.21, 28.36, 40.99], [-19.86, 22.91, 47.67], [-16.94, 19.64, 40.24], [-21.33, 26.34, 45.79], [-21.33, 23.85, 36.72], [-22.86, 19.97, 44.82], [-22.05, 29.07, 42.71], [-20.07, 25.02, 42.49], [-24.40, 24.10, 40.78], [-18.33, 27.72, 43.69], [-18.13, 22.86, 49.58], [-22.89, 24.25, 46.29], [-16.06, 21.47, 41.96], [-20.90, 25.37, 38.95], [-18.33, 20.04, 47.03], [-15.60, 24.31, 45.63], [-23.19, 20.74, 40.70], [-20.63, 19.83, 40.24], [-19.43, 23.03, 43.94], [-21.02, 28.63, 41.80], [-15.48, 25.51, 44.71], [-16.55, 20.44, 40.99], [-20.65, 18.08, 44.63], [-22.05, 25.43, 46.05], [-23.52, 25.99, 42.64], [-19.03, 29.84, 45.31], [-19.03, 24.12, 43.06], [-15.32, 24.92, 39.08], [-19.11, 22.91, 48.53], [-16.96, 19.92, 47.69], [-17.55, 26.47, 39.79], [-15.81, 19.31, 46.95], [-20.43, 17.04, 44.40], [-15.06, 18.85, 47.59], [-23.33, 26.16, 43.70], [-17.88, 27.34, 42.77], [-19.64, 25.73, 41.78], [-19.07, 30.89, 45.60], [-14.29, 24.66, 39.33], [-18.52, 19.08, 46.55], [-22.60, 23.88, 47.27], [-18.98, 20.24, 47.89], [-24.87, 25.02, 40.46], [-25.05, 23.36, 40.32], [-15.38, 20.14, 46.38], [-17.70, 26.95, 38.82], [-24.07, 21.31, 40.38], [-16.02, 24.09, 39.21], [-15.21, 25.17, 38.03], [-17.17, 22.83, 49.06], [-21.96, 20.56, 44.66], [-21.95, 28.46, 43.61], [-16.20, 18.62, 46.20], [-18.59, 29.25, 46.11], [-16.93, 22.08, 42.21], [-18.31, 20.76, 46.21], [-23.01, 28.78, 42.28], [-20.83, 18.80, 40.54], [-22.82, 21.26, 41.59], [-20.20, 18.75, 43.90], [-20.42, 20.43, 41.13], [-15.56, 21.08, 42.84], [-21.89, 25.16, 39.36], [-22.81, 23.41, 45.59], [-20.06, 29.53, 45.20], [-21.73, 23.76, 35.71], [-23.32, 19.99, 45.81], [-22.56, 25.99, 42.13], [-20.09, 22.39, 43.35], [-20.57, 25.49, 43.34], [-22.07, 30.15, 42.85], [-18.07, 23.83, 50.08], [-19.41, 27.58, 43.72], [-20.57, 26.30, 39.40], [-23.93, 24.55, 46.14], [-23.49, 19.71, 40.89], [-16.30, 25.50, 44.00], [-18.00, 27.13, 40.53], [-14.61, 25.33, 44.07], [-18.10, 25.52, 39.78], [-23.39, 23.98, 40.38], [-22.05, 23.45, 37.43], [-23.69, 20.33, 44.22], [-20.17, 24.64, 39.29], [-18.02, 27.16, 44.57], [-20.41, 23.27, 36.74], [-15.38, 26.53, 45.09], [-24.17, 26.80, 42.31], [-20.38, 18.29, 45.66], [-20.82, 24.37, 42.02], [-15.38, 22.04, 41.33], [-20.02, 23.35, 44.80], [-19.66, 19.74, 39.75], [-18.63, 22.46, 44.40], [-18.36, 22.05, 50.26]]}

***

{"formula": "C31H26FN2RuS2Sb2", "method": "ωB97M-V/def2-TZVPD", "spin_multiplicity": 6, "s_squared": 8.783, "e_above_lowest_ev": 0.0000, "mol_weight_g_mol": 854.3, "species": ["Sb", "Sb", "Ru", "S", "S", "F", "N", "N", "C", "C", "C", "C", "C", "C", "C", "C", "C", "C", "C", "C", "C", "C", "C", "C", "C", "C", "C", "C", "C", "C", "C", "C", "C", "C", "C", "C", "C", "C", "C", "H", "H", "H", "H", "H", "H", "H", "H", "H", "H", "H", "H", "H", "H", "H", "H", "H", "H", "H", "H", "H", "H", "H", "H", "H", "H"], "xyz": [[-0.55, -1.11, 1.06], [1.00, 1.61, -0.90], [1.73, 0.46, 1.43], [4.14, 1.34, 1.18], [2.90, -1.52, 2.31], [1.15, 1.67, 2.79], [5.96, 2.10, 4.30], [4.50, -1.23, 5.61], [-0.24, -1.45, -4.54], [-1.86, -2.51, -1.34], [0.81, -1.76, -3.68], [-1.99, 1.46, 0.10], [-1.23, -3.27, 3.16], [-1.03, -3.04, 5.55], [2.38, 5.21, -3.94], [-0.63, 0.58, -3.31], [3.89, -0.48, 3.20], [-1.69, 0.69, 1.39], [-0.96, -0.28, -4.35], [2.72, 3.90, -4.22], [0.41, 0.27, -2.44], [-0.83, -1.95, 3.00], [-3.31, -2.32, 0.57], [1.62, 3.18, -2.19], [-1.33, -3.81, 4.44], [-0.91, 2.44, -0.35], [-2.89, -3.11, -2.06], [2.34, 2.88, -3.35], [-0.63, -1.72, 5.39], [1.29, 4.51, -1.91], [1.12, -0.91, -2.63], [4.24, -0.89, 4.54], [-2.07, -2.12, -0.03], [-4.13, -3.32, -1.46], [5.27, 1.49, 3.61], [-0.52, -1.17, 4.11], [1.67, 5.52, -2.79], [4.41, 0.74, 2.72], [-4.34, -2.93, -0.15], [-4.93, -3.79, -2.02], [-1.78, -0.03, -5.01], [-5.30, -3.09, 0.32], [3.27, 3.66, -5.11], [-2.91, 2.03, 0.26], [-2.61, 0.34, 1.86], [1.94, -1.17, -1.96], [1.38, -2.67, -3.83], [-3.49, -2.03, 1.60], [-1.64, -4.84, 4.56], [-0.19, -0.14, 4.01], [-0.91, -2.34, -1.83], [-1.19, 1.51, -3.19], [-1.23, 3.01, -1.22], [0.75, 4.76, -1.01], [-1.10, -3.46, 6.54], [2.61, 1.86, -3.58], [-1.47, -3.89, 2.31], [-0.70, 3.15, 0.45], [-0.38, -1.11, 6.25], [-1.16, 1.32, 2.11], [-2.73, -3.41, -3.09], [-0.49, -2.12, -5.35], [2.67, 6.00, -4.62], [1.41, 6.55, -2.56], [-2.22, 0.77, -0.72]]}

***

{"formula": "C3H5BrO2", "method": "ωB97M-V/def2-TZVPD", "smiles": "C[C@@H]1OC1=O.Br", "e_above_lowest_ev": 1.6218, "mol_weight_g_mol": 153.0, "species": ["Br", "O", "O", "C", "C", "C", "H", "H", "H", "H", "H"], "xyz": [[-1.85, -2.85, -2.14], [-0.38, 1.45, -0.34], [-1.94, 0.31, 1.05], [0.37, 0.26, -0.14], [-0.96, 0.54, 0.47], [1.56, 0.55, 0.80], [2.29, -0.31, 0.86], [1.15, 0.83, 1.71], [-2.70, -1.87, -1.43], [2.08, 1.39, 0.26], [0.40, -0.29, -1.09]]}

***

{"formula": "C24H53InNO9P2", "method": "ωB97M-V/def2-TZVPD", "total_energy_ev": -69418.69669, "mol_weight_g_mol": 676.5, "total_charge": -1, "species": ["In", "P", "P", "O", "O", "O", "O", "O", "O", "O", "O", "O", "N", "C", "C", "C", "C", "C", "C", "C", "C", "C", "C", "C", "C", "C", "C", "C", "C", "C", "C", "C", "C", "C", "C", "C", "C", "H", "H", "H", "H", "H", "H", "H", "H", "H", "H", "H", "H", "H", "H", "H", "H", "H", "H", "H", "H", "H", "H", "H", "H", "H", "H", "H", "H", "H", "H", "H", "H", "H", "H", "H", "H", "H", "H", "H", "H", "H", "H", "H", "H", "H", "H", "H", "H", "H", "H", "H", "H", "H"], "xyz": [[3.35, 1.65, -2.69], [-5.98, -0.62, -2.71], [-0.71, -0.78, 4.88], [-5.32, -0.65, -1.23], [-7.24, 0.36, -2.44], [-1.59, -1.46, 6.03], [-0.56, -0.61, 3.43], [-4.99, 0.12, -3.51], [0.66, -1.54, 5.30], [-0.59, -0.79, -0.38], [-0.44, 0.64, 5.60], [-6.75, -2.01, -2.53], [7.83, 1.43, -1.87], [-3.96, -0.26, -0.98], [-8.05, 0.77, -3.54], [-0.19, -0.05, -1.55], [1.00, -0.09, -3.74], [7.71, 0.19, -1.33], [8.86, 0.04, -3.23], [-1.35, 1.72, 5.38], [-1.39, -2.80, 6.50], [0.75, -0.87, -2.41], [-3.88, 1.18, -0.53], [5.23, 2.53, -3.55], [6.97, 3.80, -2.07], [-6.23, -3.11, -1.75], [5.60, 3.81, -2.76], [2.67, -1.10, 4.01], [-6.81, -3.10, -0.36], [-0.53, -2.80, 7.75], [7.23, 2.58, -1.19], [1.56, -2.07, 4.32], [8.53, 1.36, -3.03], [-2.71, 1.48, 6.03], [8.33, -0.72, -2.16], [2.51, 0.05, -4.02], [-8.86, -0.36, -4.13], [1.02, -2.36, 3.41], [-7.41, 1.23, -4.31], [7.78, 3.98, -2.77], [9.43, -0.37, -4.05], [-0.97, -3.44, 5.72], [-9.44, -0.86, -3.36], [-7.89, -3.24, -0.39], [0.42, -2.30, 7.59], [8.38, -1.78, -2.02], [-6.54, -4.02, -2.26], [-6.37, -3.90, 0.24], [3.28, -1.45, 3.17], [3.80, 1.01, -1.07], [0.28, -1.82, -2.67], [6.31, 2.23, -0.70], [5.62, 4.64, -3.48], [-3.33, 2.37, 5.93], [2.28, -0.11, 3.77], [-8.22, -1.11, -4.59], [-1.10, 0.13, -2.13], [0.54, 0.90, -3.66], [7.20, 0.04, -0.39], [-1.04, -2.27, 8.56], [-6.63, -2.16, 0.15], [-2.84, 1.51, -0.47], [0.26, 0.90, -1.26], [-3.23, 0.65, 5.55], [-0.89, 2.60, 5.82], [3.01, -0.88, -3.72], [4.80, 4.06, -2.06], [-9.54, 0.02, -4.90], [2.13, 2.96, -2.55], [-4.42, 1.84, -1.21], [1.73, -1.00, -1.94], [-0.34, -3.83, 8.07], [-3.34, -0.44, -1.86], [0.55, -0.66, -4.57], [3.32, -0.98, 4.88], [1.97, -2.99, 4.74], [-0.35, -0.31, 0.42], [-8.72, 1.54, -3.16], [-1.46, 1.90, 4.31], [7.92, 2.88, -0.39], [6.99, 4.66, -1.40], [-4.34, 1.30, 0.45], [-2.37, -3.20, 6.74], [-5.14, -3.11, -1.74], [2.69, 0.27, -5.08], [-2.59, 1.23, 7.08], [6.02, 1.78, -3.57], [-3.59, -0.91, -0.19], [8.75, 2.22, -3.64], [4.98, 2.78, -4.59]]}

***

{"formula": "C6H11NO4S", "method": "ωB97M-V/def2-TZVPD", "spin_multiplicity": 3, "s_squared": 2.010, "e_above_lowest_ev": 1.9664, "mol_weight_g_mol": 193.2, "species": ["S", "O", "O", "O", "O", "N", "C", "C", "C", "C", "C", "C", "H", "H", "H", "H", "H", "H", "H", "H", "H", "H", "H"], "xyz": [[2.31, -0.46, 0.80], [-0.68, -1.66, 1.80], [-0.33, -0.50, -0.89], [1.35, 1.94, 0.37], [0.46, -3.23, 0.88], [0.06, -2.09, 0.93], [-2.52, -1.14, -1.24], [0.40, -1.35, -0.26], [2.32, 1.28, 0.71], [3.64, 1.84, 1.14], [-1.98, 1.24, -0.67], [-1.75, -0.18, -0.41], [-2.15, 1.81, 0.25], [-2.85, 1.31, -1.34], [-1.79, -0.42, 0.65], [-1.17, 1.65, -1.23], [1.08, -1.90, -0.94], [-2.40, -2.25, -0.84], [-2.19, -1.13, -2.22], [-3.64, -0.86, -1.08], [3.45, 2.62, 1.87], [4.09, 2.35, 0.28], [4.29, 1.14, 1.43]]}

***

{"formula": "C4H8O2", "method": "ωB97M-V/def2-TZVPD", "smiles": "O[C@H]1CCCO1", "e_above_lowest_ev": 1.2996, "mol_weight_g_mol": 88.1, "species": ["O", "O", "C", "C", "C", "C", "H", "H", "H", "H", "H", "H", "H", "H"], "xyz": [[-1.08, -0.71, -0.51], [0.89, -1.51, -1.05], [-1.07, 0.72, -0.42], [0.32, 1.10, 0.08], [0.14, -1.25, 0.10], [0.69, -0.11, 0.94], [-1.33, 1.18, -1.38], [1.03, 1.17, -0.76], [1.76, -0.19, 1.14], [0.12, -1.19, -1.60], [-1.85, 0.99, 0.30], [0.32, 2.04, 0.63], [0.15, -0.08, 1.90], [-0.10, -2.16, 0.65]]}